[1]
Here is a structure of composition C17H35InNO6 in a non-equilibrium geometry from the OMol25 dataset. Energies are from ωB97M-V with the def2-TZVPD basis set.

## Properties
- Total charge: +1
- Energy relative to the best compared isomer or geometry (same formula, charge and spin): 0.065 eV
- Largest force on an atom: 1.9 eV Å⁻¹
- HOMO energy: -10.66 eV
- Frontier orbital gap: 2.870 eV

Element x y z (Å)
In -0.75428 2.52580 -0.53256
C 3.27381 3.05622 1.63384
C 2.99105 2.00570 0.57514
O 2.02379 2.33362 -0.27613
H 3.49205 4.04618 1.23000
H 4.16809 2.77111 2.19988
H 2.44225 3.20193 2.32849
H 2.77123 1.04335 1.11047
H 3.92277 1.74707 0.02544
C -3.05104 -1.21285 1.55723
C -3.58739 -0.23708 0.51150
O -2.76716 0.72364 0.13830
H -3.77766 -1.70394 2.20358
H -2.35442 -0.67901 2.21338
H -2.46648 -2.01833 1.11012
H -4.42908 0.29513 1.03705
H -4.06469 -0.80880 -0.30542
C 1.07026 1.64496 6.39485
C 1.59740 1.46340 5.01176
C 1.67278 0.00754 4.53495
O 1.14201 0.06995 3.20568
C 0.43706 1.20496 3.05347
O -0.18961 1.47569 2.06616
O 0.60216 2.01023 4.09684
H 1.62666 1.15332 7.19156
H 0.06995 1.19161 6.43515
H 0.85481 2.67627 6.67064
H 2.49501 2.03887 4.77975
H 0.97536 -0.58028 5.13340
H 2.67910 -0.38997 4.50501
C -0.52509 -0.34046 -4.83145
C -1.22996 -0.32293 -3.47331
C -2.06426 -1.59100 -3.32408
C -1.28752 -2.83404 -2.89752
C -0.52404 -2.54600 -1.61497
C 0.38311 -1.31919 -1.67745
N -0.25923 -0.21403 -2.36943
O 0.58891 0.87848 -2.48231
C 0.58665 -0.91264 -0.20757
C 1.70973 -1.73661 -2.32655
C -2.19270 0.85451 -3.36503
H 0.17332 0.50015 -4.89534
H -1.21360 -0.25966 -5.66614
H 0.09974 -1.23097 -4.93321
H -2.94275 -1.43805 -2.70598
H -2.35199 -1.84178 -4.34980
H -0.59065 -3.25093 -3.62887
H -2.04760 -3.59933 -2.72309
H 0.11939 -3.37462 -1.30932
H -1.22220 -2.42704 -0.79000
H -0.33893 -0.52879 0.21946
H 0.86105 -1.80138 0.36807
H 1.40172 -0.20017 -0.07171
H 2.39322 -0.93316 -2.60206
H 2.20510 -2.51878 -1.75735
H 1.47929 -2.21784 -3.28908
H -1.66943 1.80016 -3.19251
H -2.85827 0.73080 -2.50850
H -2.79439 0.96279 -4.26658
H 1.24561 0.65624 -3.16788

[2]
Here is the molecule C17H35NO3S in a non-equilibrium geometry from the OMol25 dataset. Energies are from ωB97M-V with the def2-TZVPD basis set.

## Properties
- Energy relative to the best compared isomer or geometry (same formula, charge and spin): 7.779 eV
- Largest force on an atom: 7.3 eV Å⁻¹
- HOMO energy: -9.69 eV
- Structure (SMILES): CCCCCCCCCCC[C@@H]1COS(=O)(=O)C[C@H]1NCC
- Frontier orbital gap: 10.094 eV

Element x y z (Å)
C -4.11878 -0.53746 -0.22099
C -2.61181 -1.12523 0.12223
C -2.58601 -2.72161 0.50452
C -1.69517 -3.65826 -0.50396
C -0.07726 -3.40306 -0.44528
C 0.53074 -3.15927 1.06396
C 2.08124 -2.60525 0.84868
C 2.28096 -1.03492 1.35676
C 3.60413 -0.38152 0.65007
C 3.30883 0.77267 -0.47433
C 2.16628 0.40898 -1.58149
C 0.62147 0.71238 -1.16568
C -0.20696 1.00876 -2.57917
O 0.27839 2.18601 -3.31472
S -0.05115 3.59926 -2.42070
O -1.56525 3.96349 -2.40006
O 0.68894 4.78099 -3.15598
C 0.70344 3.35238 -0.71467
C 0.38710 1.88055 -0.04502
N -1.01713 1.71772 0.49166
C -1.33369 2.66096 1.62926
C -0.58184 2.28199 3.05712
H -4.14793 0.56699 0.19523
H -4.98091 -1.12995 0.30679
H -4.27072 -0.46284 -1.39381
H -2.25473 -0.54354 1.09834
H -1.93372 -0.91887 -0.81387
H -3.69909 -3.10145 0.45414
H -2.24918 -2.84178 1.63320
H -2.05536 -3.44533 -1.61480
H -1.90182 -4.77950 -0.23589
H 0.43563 -4.38823 -0.85401
H 0.29518 -2.53353 -1.15538
H 0.61572 -4.22934 1.58305
H -0.10063 -2.44228 1.73958
H 2.44688 -2.75816 -0.25267
H 2.78690 -3.26717 1.54535
H 1.30594 -0.39206 1.29760
H 2.53672 -1.12495 2.52025
H 4.32019 -1.25264 0.26367
H 4.21733 0.15452 1.52212
H 4.32898 0.90015 -1.08302
H 3.16277 1.78501 0.09740
H 2.24647 -0.76571 -1.77724
H 2.44223 0.90822 -2.61957
H 0.16581 -0.31486 -0.76245
H -1.38220 1.05981 -2.39070
H 0.00888 0.06566 -3.27196
H 1.88890 3.44973 -0.81576
H 0.36975 4.26741 -0.05916
H 1.11207 1.79569 0.89825
H -1.65062 2.00939 -0.30960
H -1.18995 3.79976 1.38790
H -2.49937 2.52814 1.85168
H 0.58524 2.20814 2.97260
H -0.96908 1.29319 3.55108
H -0.79279 3.20082 3.78949